C44H59AsCl2N5O2P2S6Ti | wB97M-V/def2-TZVPD

```
122
Properties=species:S:1:pos:R:3:forces:R:3
As 2.617 -3.598 3.156 0.36 -0.76 1.43
Ti 1.214 -1.951 1.146 1.47 -0.11 0.17
Cl 3.944 -0.788 1.371 0.59 0.31 0.14
Cl 3.290 1.603 2.946 -0.16 0.12 -0.09
S 2.665 -3.647 0.829 -0.56 0.59 -0.07
S 4.526 -3.334 3.931 -0.05 0.21 -0.36
S -1.372 1.159 3.058 -0.28 -0.15 0.16
S 1.516 0.332 -6.332 -0.10 -0.13 -0.01
S 1.498 -5.230 3.825 0.02 0.20 -0.27
S 1.491 -1.661 3.430 0.00 -0.11 -0.44
P 1.983 -0.665 -1.110 -0.48 0.20 -1.37
P -0.292 -2.147 -1.033 -0.19 0.60 -0.94
O 0.743 0.123 1.188 -0.57 0.30 0.31
O -4.893 -4.790 3.055 0.05 0.02 0.04
N 0.353 -0.703 -1.692 0.21 -0.25 0.28
N 0.110 3.309 2.906 0.20 0.15 -0.01
N -1.893 3.464 1.793 0.05 0.05 0.06
N -3.550 -6.501 3.713 -0.08 -0.08 0.00
N -0.391 -3.098 1.735 -0.96 -0.89 0.31
C 0.240 1.164 -7.314 0.20 -0.11 0.27
C 4.180 -1.221 -4.577 -0.05 0.06 -0.04
C -4.379 -2.515 -1.296 -0.05 -0.02 0.02
C 3.727 -3.361 -3.589 -0.02 -0.07 -0.01
C -0.136 -3.453 -2.298 0.07 -0.16 0.43
C -0.413 -4.301 -4.535 -0.05 0.07 -0.07
C -0.575 -3.283 -3.610 0.01 0.05 0.06
C 2.155 3.449 -0.910 -0.02 0.05 0.02
C -1.052 2.753 2.546 0.04 0.05 -0.13
C 4.397 2.603 -1.059 0.02 0.03 -0.04
C 0.590 -5.690 -2.850 0.01 -0.04 -0.01
C -4.803 -1.543 -0.403 0.01 -0.02 -0.02
C -3.791 -5.280 3.182 0.03 0.00 0.01
C -4.778 4.573 2.583 0.21 0.07 -0.07
C -0.451 -4.429 1.605 -0.23 -0.07 -0.08
C -1.408 -2.485 2.376 -0.14 -0.09 0.15
C 0.839 5.638 4.824 0.12 0.08 -0.12
C 2.528 1.074 -1.062 0.04 -0.14 0.26
C -1.523 -5.180 2.062 -0.08 0.12 0.04
C 1.658 2.153 -0.924 -0.08 -0.09 -0.02
C -2.524 -0.879 -0.040 0.07 0.05 -0.15
C 0.636 4.599 2.489 -0.17 0.23 0.07
C 4.264 -2.605 -4.619 0.01 -0.02 -0.01
C -2.499 -3.162 2.855 -0.08 0.06 0.05
C 0.445 -4.664 -1.928 -0.09 0.07 -0.02
C -2.566 -4.545 2.704 0.07 0.00 -0.18
C 3.540 -0.588 -3.524 -0.02 0.02 -0.02
C 4.360 0.196 2.788 0.08 -0.09 0.05
C 3.520 3.677 -0.985 0.00 0.00 0.01
C 0.500 -0.311 -4.966 0.28 0.25 -0.17
C -3.185 3.002 1.294 -0.13 0.01 -0.14
C -3.873 -0.727 0.227 0.00 0.11 0.02
C 0.254 5.753 3.416 0.03 -0.10 0.08
C 2.365 5.722 4.860 -0.19 -0.02 0.04
C -2.087 -1.870 -0.924 0.16 -0.11 0.32
C 2.976 -1.340 -2.494 0.09 -0.15 0.39
C -3.767 5.243 3.516 -0.17 -0.08 -0.05
C 3.905 1.311 -1.102 -0.09 0.01 -0.03
C 0.329 0.705 -3.844 -0.01 -0.29 0.13
C -4.215 4.126 1.229 0.07 -0.03 0.26
C 3.099 -2.729 -2.528 0.04 0.14 0.02
C -3.025 -2.698 -1.539 0.09 0.02 0.02
C -0.399 0.175 -2.610 0.00 0.20 -0.09
C 0.163 -5.507 -4.156 0.02 -0.02 0.02
H -3.534 2.208 1.950 0.02 -0.04 0.03
H -0.255 1.548 -4.220 0.05 0.06 0.04
H 1.008 -1.210 -4.616 -0.02 -0.03 0.03
H -3.043 2.576 0.296 -0.02 -0.05 0.03
H -0.761 1.032 -2.035 -0.08 -0.07 -0.03
H -3.784 4.987 0.704 -0.05 0.01 -0.05
H 4.590 0.477 -1.178 0.05 0.04 -0.02
H 1.305 1.095 -3.555 0.02 0.10 -0.04
H 1.507 0.672 1.440 0.08 -0.05 -0.01
H -3.052 4.525 3.915 0.07 0.02 0.02
H -1.328 -1.419 2.531 0.03 0.00 -0.04
H 2.711 6.635 4.373 0.05 -0.02 -0.01
H 1.039 -6.627 -2.548 0.00 0.00 0.00
H -0.836 5.816 3.489 0.01 0.02 -0.07
H 0.641 2.783 3.580 -0.02 -0.16 -0.01
H 0.509 4.707 5.293 -0.07 0.04 0.03
H -4.281 5.698 4.362 0.04 0.01 0.01
H 0.018 0.409 1.857 0.25 -0.02 -0.22
H 0.610 6.678 2.954 -0.05 0.03 0.00
H -4.202 0.015 0.942 0.03 0.04 -0.01
H -0.465 -0.593 -5.392 -0.03 -0.12 0.08
H -0.543 0.456 -7.578 -0.03 0.04 -0.05
H 3.803 -4.441 -3.602 0.01 0.01 0.00
H -1.675 4.432 1.615 0.02 -0.03 0.05
H -5.101 -3.147 -1.795 0.00 -0.02 0.03
H -5.041 3.762 0.616 0.04 0.04 -0.08
H 0.731 1.514 -8.219 -0.05 0.05 -0.02
H 0.271 -6.303 -4.881 0.02 0.00 0.00
H -3.224 6.036 2.995 0.02 0.01 0.03
H -5.214 3.708 3.089 -0.07 0.02 -0.02
H 0.593 1.981 -0.841 0.04 0.04 0.00
H 5.464 2.776 -1.105 0.00 -0.01 0.01
H 1.472 4.287 -0.855 -0.03 0.00 0.02
H -0.174 2.013 -6.773 -0.06 0.04 -0.08
H -3.295 -2.629 3.354 -0.01 0.01 -0.03
H -5.590 5.277 2.389 -0.05 -0.06 0.01
H -2.622 -6.803 3.949 0.03 0.03 0.02
H 4.759 -3.090 -5.450 0.00 -0.01 0.00
H -0.750 -4.155 -5.553 0.01 -0.01 0.00
H 0.283 4.808 1.476 0.15 -0.07 -0.05
H -1.801 -0.225 0.437 -0.07 0.01 0.05
H 1.721 4.501 2.440 -0.01 -0.01 -0.10
H 0.807 -4.795 -0.917 0.03 -0.05 -0.02
H -1.048 -2.359 -3.911 -0.02 0.00 -0.03
H 3.901 4.690 -0.990 0.00 0.00 0.03
H 2.834 4.867 4.368 0.06 0.02 0.01
H 4.272 -0.437 3.668 -0.10 -0.03 -0.08
H -1.508 -6.250 1.913 0.01 -0.01 -0.02
H 2.712 5.740 5.893 0.07 -0.02 -0.02
H 0.365 -4.920 1.107 0.10 0.06 0.03
H -2.705 -3.488 -2.202 0.00 -0.03 -0.01
H -5.857 -1.426 -0.190 0.00 -0.01 0.00
H 0.429 6.456 5.418 -0.04 -0.07 0.07
H -1.286 -0.379 -2.923 -0.04 0.05 0.02
H 5.366 0.573 2.652 0.02 -0.09 -0.03
H 4.601 -0.627 -5.377 0.01 0.01 -0.01
H -4.329 -7.021 4.082 -0.02 0.03 0.00
H 2.714 -3.312 -1.705 -0.01 -0.08 -0.05
H 3.490 0.492 -3.518 -0.05 0.02 -0.01
```
Positions in Å, forces in eV/Å.

Output
Charge: +1
Frontier orbital gap (Eh): 0.2252
LUMO energy (eV): -3.349

These are the Löwdin partial charges, in e, on atoms 1 to 4: atom 1 (As): -0.3479, atom 2 (Ti): 0.1452, atom 3 (Cl): 0.5523, atom 4 (Cl): 0.5698